No. 1
# C5H8N2

A cluster of 2 separate species, C5H8N2 in total (ωB97M-V/def2-TZVPD, the Open Molecules 2025 dataset).

Geometry as XYZ:
```
15
Properties=species:S:1:pos:R:3:forces:R:3
C -0.6900 1.9664 -0.2014 -0.34 0.90 0.39
C 1.9753 0.8158 0.8527 0.15 0.30 0.49
C 2.3086 -0.0459 -0.3120 0.42 -0.22 -0.41
C -3.0998 -0.9017 0.2319 0.14 0.01 -0.04
C -0.0133 0.8752 -0.6801 0.46 -0.68 -0.67
N -1.2263 2.9231 0.1776 -0.08 -0.02 0.07
N 0.9507 0.2395 0.0431 -0.51 -0.36 0.30
H 2.0620 0.4039 1.8504 0.01 -0.01 -0.01
H 2.1453 1.8844 0.7939 -0.03 0.02 -0.18
H 2.7168 0.4113 -1.2066 -0.09 0.14 0.04
H 2.6346 -1.0628 -0.1419 -0.02 -0.05 0.04
H -3.9648 -1.2037 -0.3130 -0.36 -0.14 -0.21
H -2.1607 -1.3803 0.0547 0.29 -0.19 -0.03
H -3.1518 -0.0739 0.9022 -0.03 0.33 0.28
H -0.3154 0.4222 -1.6107 0.00 -0.02 -0.05
```
Forces are in eV/Å.

Summary:
Charge   0
Highest occupied orbital energy (spin up / spin down)   -0.32219 / -0.28283 hartree

***

No. 2
# C5H8N2

The ion C5H8N2 with charge +1 (ωB97M-V/def2-TZVPD, the Open Molecules 2025 dataset).

Geometry as XYZ:
```
15
Properties=species:S:1:pos:R:3:forces:R:3
C -0.4515 0.8949 1.8141 0.27 0.92 -0.91
C -0.7272 -0.3253 0.9657 -0.62 -1.04 -0.76
C -0.4016 -0.2020 -0.5394 -2.29 1.60 1.73
C 0.4630 -1.2277 -0.9838 1.90 -0.32 -1.33
N 2.5630 0.0172 -1.6019 -0.40 -0.04 -1.76
C 1.5983 -0.6822 -1.7509 -0.90 -0.37 2.43
N -1.0299 0.7844 -1.1481 1.89 -1.91 -0.55
H -1.1918 1.6706 1.5630 0.34 -0.22 0.18
H 0.5389 1.3023 1.5683 -0.15 -0.02 0.39
H -0.5237 0.6745 2.8716 0.05 -0.14 0.09
H -0.2009 -1.2300 1.2885 -0.43 0.19 0.55
H -1.8222 -0.4627 0.9241 0.45 -0.51 0.41
H 0.7414 -2.1912 -0.5414 -0.71 0.31 -0.01
H 1.3300 0.3515 -2.2750 0.94 0.98 -0.24
H -0.8858 0.6257 -2.1550 -0.34 0.58 -0.24
```
Forces are in eV/Å.

Summary:
Spin multiplicity   2
Charge   +1
Highest occupied orbital energy (spin up / spin down)   -0.55888 / -0.57371 hartree

***

No. 3
# C5H8N2

The ion C5H8N2 with charge +2 (ωB97M-V/def2-TZVPD, the Open Molecules 2025 dataset).

Geometry as XYZ:
```
15
Properties=species:S:1:pos:R:3:forces:R:3
C -1.2511 0.9432 -0.3694 0.70 1.50 2.00
C -0.3463 1.3497 -1.2940 -2.83 -0.06 -0.14
C 1.3683 -0.2181 -0.7526 -3.27 -0.84 1.19
C 0.6791 -1.2194 1.8248 2.38 -0.01 2.04
C -1.0935 -0.2729 0.5548 -2.98 -0.83 -2.69
N 0.7894 0.5175 -1.6381 2.07 1.88 0.91
N 0.2178 -0.5860 0.8496 3.74 0.49 -2.66
H -2.0327 1.6785 0.0103 0.78 -1.05 -1.25
H -0.6751 2.2082 -1.9543 1.28 -1.12 0.57
H 2.1594 -0.9632 -0.7794 0.32 0.29 -0.07
H 0.2156 -1.3925 2.8229 -0.78 0.08 -1.08
H 1.7521 -1.4902 1.9186 -0.56 0.13 -0.71
H -1.7885 -0.3803 1.4194 0.62 0.59 -0.43
H -1.3837 -1.1292 -0.1389 -0.24 0.63 0.71
H 1.3894 0.9546 -2.4738 -1.21 -1.69 1.61
```
Forces are in eV/Å.

Summary:
Charge   +2
Highest occupied orbital energy (spin up / spin down)   -0.71953 / -0.71952 hartree

***

No. 4
# C5H8N2O

A structure of composition C5H8N2O (ωB97M-V/def2-TZVPD, the Open Molecules 2025 dataset).

Geometry as XYZ:
```
16
Properties=species:S:1:pos:R:3:forces:R:3
C -2.2296 -0.5347 0.3268 -2.92 -1.58 0.07
C 0.0225 -0.6409 0.0184 -1.85 -1.86 -2.30
C 2.3144 -0.7153 0.1136 -1.84 2.81 -1.57
C 1.8026 0.6660 0.0532 4.60 0.01 -0.43
C 0.4074 0.6230 0.1080 -0.93 4.82 -0.46
H -2.0978 -0.9254 1.5774 -0.77 1.09 -3.88
H -3.3175 -0.9997 -0.3571 3.13 1.57 2.85
H -2.1444 0.6098 0.2332 -0.50 -2.02 0.49
H 0.9219 -2.3648 -0.1383 0.29 -2.28 0.03
H 3.3875 -1.1015 0.0679 -2.17 0.36 0.00
H 2.5245 1.6246 -0.3142 -2.30 -2.75 1.77
H -0.6355 1.7802 -1.2132 -0.01 0.35 2.38
H -0.2621 2.8011 0.2499 -0.75 -4.23 -1.49
N 1.1006 -1.4149 -0.1093 2.05 0.16 1.33
N -0.5896 1.7301 -0.1301 2.47 2.62 -0.95
O -1.2049 -1.1376 -0.4863 1.49 0.93 2.18
```
Forces are in eV/Å.

Summary:
Charge   0
Highest occupied orbital energy   -0.29063 hartree

***

No. 5
# C5H8N2O

A cluster of 2 separate species, C5H8N2O in total (ωB97M-V/def2-TZVPD, the Open Molecules 2025 dataset).

Geometry as XYZ:
```
16
Properties=species:S:1:pos:R:3:forces:R:3
C 0.3738 0.2509 -0.6860 2.31 1.06 -2.68
C 0.1833 1.1865 0.4157 -4.29 1.46 3.23
C 0.0268 -0.1378 1.3234 2.72 0.83 -1.14
C 1.1998 -0.6183 0.4199 0.02 -2.67 -2.17
C -0.7859 -0.4353 -1.0892 0.74 -0.11 -0.22
H 0.1656 0.5416 -3.1777 2.40 1.32 4.96
H 1.1210 1.7408 0.5264 -0.68 0.28 0.52
H -0.8989 1.7083 0.5476 2.87 -0.19 -0.91
H 0.2593 -0.2881 2.4049 -0.79 0.67 -0.81
H 1.1009 -1.8250 0.3221 1.12 2.80 -0.18
H 2.2439 -0.0944 0.3992 -1.92 -1.44 0.90
H -1.8032 -0.9628 1.8806 1.15 0.14 -4.47
H -1.1770 -0.3680 -1.9863 -0.94 0.27 -5.01
N -1.2267 -0.7704 0.9032 -0.33 -0.71 8.32
N -1.6052 -0.9348 -0.3319 -3.07 -1.51 2.68
O 0.8226 1.0067 -1.8718 -1.30 -2.19 -3.01
```
Forces are in eV/Å.

Summary:
Charge   0
Highest occupied orbital energy   -0.30129 hartree

***

No. 6
# C5H8N2O

A cluster of 2 separate species, C5H8N2O in total (ωB97M-V/def2-TZVPD, the Open Molecules 2025 dataset).

Geometry as XYZ:
```
16
Properties=species:S:1:pos:R:3:forces:R:3
C -1.5537 0.2605 0.4648 -1.05 1.98 -0.75
C -0.1651 -0.1187 0.0282 -0.02 -0.85 1.36
C 0.5186 -1.3948 0.0845 -1.72 0.28 -1.09
C 1.8035 -1.2125 -0.2192 1.60 0.85 1.55
C 0.8530 0.7379 -0.2201 1.25 4.78 0.46
H -2.6425 -1.0744 -0.5441 -0.54 0.26 -0.23
H -1.9058 0.0107 -1.5737 -2.88 0.05 3.27
H -1.8888 0.0894 1.5311 0.45 -1.11 -1.27
H -1.6174 1.3613 0.5235 0.54 -0.12 -0.34
H 0.0942 -2.3567 0.0337 -0.73 -0.91 0.38
H 2.5978 -1.8802 -0.1582 1.06 -1.21 -0.25
H 3.0264 0.6542 0.1180 -3.40 -1.90 -1.66
H 0.5056 2.6632 1.1186 1.28 -1.33 -4.66
N -2.6179 -0.0459 -0.6064 3.84 -0.99 -2.05
N 2.0821 0.1277 -0.2304 2.13 1.72 0.07
O 0.9102 2.1782 -0.3502 -1.80 -1.48 5.23
```
Forces are in eV/Å.

Summary:
Charge   0
Highest occupied orbital energy   -0.30618 hartree

***

No. 7
# C5H8N2O

An isolated molecule of C5H8N2O (ωB97M-V/def2-TZVPD, the Open Molecules 2025 dataset).

Geometry as XYZ:
```
16
Properties=species:S:1:pos:R:3:forces:R:3
C 1.5992 -0.7080 0.9551 3.75 0.96 -3.15
N 0.8820 -0.3003 1.8819 -1.50 0.06 -0.09
C -0.4098 0.3117 1.4782 -1.17 2.65 3.65
C -0.4059 0.7536 0.0981 3.52 5.99 2.12
O -1.5668 0.9920 -0.4605 -4.19 -1.34 -4.19
C -1.1337 0.0946 -1.7098 -0.76 1.89 -0.52
C 0.0583 -0.2946 -0.6544 -3.73 -5.77 -1.87
N 1.4163 -0.4162 -0.5942 1.38 1.48 4.25
H 2.6794 -1.0752 1.1033 -1.86 0.22 0.06
H -1.2586 -0.3859 1.6628 0.63 0.34 -0.12
H -0.6937 1.2867 2.0554 0.94 -1.92 0.03
H 0.2684 1.7708 -0.1026 -0.81 -2.27 0.95
H -2.0738 -0.5859 -2.0960 2.79 1.36 1.29
H -0.8254 0.8416 -2.6076 -0.60 -1.74 2.15
H -0.3833 -1.1778 0.0684 0.22 0.79 -2.77
H 1.8474 -1.1070 -1.0781 1.39 -2.70 -1.78
```
Forces are in eV/Å.

Summary:
Structure (SMILES)   C1=NC[C@@H]2OC[C@H]2N1
Charge   0
Highest occupied orbital energy   -0.33752 hartree

***

No. 8
# C5H8N2O

An isolated molecule of C5H8N2O (ωB97M-V/def2-TZVPD, the Open Molecules 2025 dataset).

Geometry as XYZ:
```
16
Properties=species:S:1:pos:R:3:forces:R:3
C -0.4510 1.1346 1.9262 0.40 -0.34 -0.30
N -0.4653 0.2061 1.0770 -0.63 -0.39 1.46
C 0.6516 -0.3665 0.4935 0.47 -0.09 -0.15
C 1.5835 -1.0887 1.1138 -0.07 0.32 -0.11
C 0.5489 -0.2254 -1.0187 -0.59 0.92 0.22
O 0.2331 -1.4285 -1.6515 -0.13 -0.04 -0.36
N -0.4028 0.8993 -1.1426 -0.02 -0.11 -1.14
C -1.5478 0.7671 -1.6614 0.87 0.05 0.04
H -1.3857 1.4680 2.3476 -0.24 0.11 0.13
H 0.4644 1.6414 2.2248 0.18 0.05 0.09
H 2.3631 -1.5739 0.5407 -0.07 -0.01 0.02
H 1.5744 -1.2127 2.1862 -0.01 -0.03 0.06
H 1.4931 0.1197 -1.4414 -0.05 -0.10 -0.03
H -0.5217 -1.8219 -1.2042 -0.07 -0.13 0.14
H -2.2207 1.6146 -1.6523 -0.04 0.19 -0.02
H -1.9171 -0.1332 -2.1376 0.00 -0.41 -0.04
```
Forces are in eV/Å.

Summary:
Structure (SMILES)   C=NC(=C)[C@@H](O)N=C
Charge   0
Highest occupied orbital energy   -0.32546 hartree

***

No. 9
# C5H8N2O

A structure of composition C5H8N2O (ωB97M-V/def2-TZVPD, the Open Molecules 2025 dataset).

Geometry as XYZ:
```
16
Properties=species:S:1:pos:R:3:forces:R:3
C 0.7647 0.1324 0.0085 2.92 3.64 1.60
C -0.3448 1.4493 0.2095 2.30 3.80 -1.26
C -1.4276 0.5172 -0.2857 1.76 3.63 -5.00
C -1.0832 -0.4698 0.5078 -5.19 -6.83 7.48
C 0.0341 -1.2301 0.1234 0.95 2.89 -5.35
H 3.7798 0.1530 -0.5067 -3.47 -3.66 2.75
H -0.2758 2.2863 -0.6349 0.78 -1.60 1.82
H -0.1436 2.0557 1.2216 -1.12 -1.94 -1.86
H -0.7318 0.3001 -1.2871 -3.14 0.45 1.25
H -2.2424 -1.1056 -0.9007 -2.16 1.85 2.54
H -1.2009 -0.3173 1.6148 0.67 0.33 -0.93
H 0.5746 -1.8018 0.7469 1.42 -2.67 1.93
H -0.1360 -1.4827 -0.9859 0.59 -0.83 1.64
N 1.9846 0.5105 0.1029 -0.87 -0.88 -0.55
N -2.5204 -0.4585 0.0233 1.61 -2.16 -3.30
O 2.9687 -0.5389 0.0423 2.95 3.99 -2.78
```
Forces are in eV/Å.

Summary:
Charge   0
Highest occupied orbital energy   -0.34086 hartree

***

No. 10
# C5H8N2O

An isolated molecule of C5H8N2O (ωB97M-V/def2-TZVPD, the Open Molecules 2025 dataset).

Geometry as XYZ:
```
16
Properties=species:S:1:pos:R:3:forces:R:3
O -1.4290 -0.4312 2.2201 -2.68 -0.99 -1.29
C -1.6636 0.5397 1.1821 -0.56 3.37 -0.06
C -0.5535 0.8053 0.1333 0.74 -5.07 1.12
C 0.6551 -0.2042 0.3863 -2.93 -0.67 0.88
N 1.8897 0.0405 -0.1919 1.78 0.35 1.97
C 1.7943 -0.0239 -1.4243 0.27 1.22 -2.63
N 0.4986 -0.2124 -1.9322 0.44 -2.78 -2.89
C -0.3346 -0.3851 -0.8023 -2.44 0.20 1.41
H -2.3051 -0.9390 2.2824 2.11 0.94 0.05
H -2.7271 0.6424 0.7232 1.56 -1.28 0.60
H -1.6253 1.5343 1.6733 -0.19 -0.43 0.35
H -0.4517 1.7970 -0.1349 0.62 1.83 -0.57
H 0.6073 -0.9007 1.2542 0.11 1.15 -0.52
H 2.6033 0.2305 -2.1456 -0.56 -0.52 0.65
H 0.5577 -1.1284 -2.5285 -0.57 2.33 1.05
H -1.3315 -0.9733 -0.8667 2.30 0.35 -0.14
```
Forces are in eV/Å.

Summary:
Structure (SMILES)   OC[C@H]1[C@@H]2N=CN[C@H]12
Charge   0
Highest occupied orbital energy   -0.32002 hartree

***

No. 11
# C5H8N2O

An isolated molecule of C5H8N2O (ωB97M-V/def2-TZVPD, the Open Molecules 2025 dataset).

Geometry as XYZ:
```
16
Properties=species:S:1:pos:R:3:forces:R:3
C -0.3264 1.5728 1.2012 0.17 0.73 0.35
C -0.2115 0.1997 0.6492 -3.05 0.45 0.48
N -0.6892 -0.9323 1.3529 1.26 -1.58 -0.21
N -1.4041 -0.6330 0.0914 -1.14 1.54 3.45
C -0.5777 -1.0250 -0.9987 1.34 0.40 -3.33
C 0.8486 -1.5144 -0.9556 -0.05 -0.46 2.07
C 0.5103 -0.0958 -0.6107 2.17 -0.34 -3.36
O 0.8927 0.9514 -1.4917 0.11 -0.28 0.86
H -1.3604 1.9254 1.2407 0.04 -0.21 0.00
H 0.2433 2.3067 0.6243 -0.14 -0.24 -0.14
H 0.0886 1.6111 2.2152 -0.10 -0.10 -0.03
H -1.3019 -0.6761 2.1248 0.00 0.28 -0.31
H -1.0427 -0.9479 -1.9753 -0.13 -0.14 0.17
H 1.3421 -1.6789 -1.9052 -0.33 0.16 -0.04
H 1.1458 -2.1871 -0.1602 0.13 -0.07 -0.04
H 1.8425 1.1234 -1.4024 -0.29 -0.13 0.07
```
Forces are in eV/Å.

Summary:
Structure (SMILES)   C[C@@]12NN1[C@@H]1C[C@@]12O
Charge   0
Highest occupied orbital energy   -0.29760 hartree

***

No. 12
# C5H8N2O

An isolated molecule of C5H8N2O (ωB97M-V/def2-TZVPD, the Open Molecules 2025 dataset).

Geometry as XYZ:
```
16
Properties=species:S:1:pos:R:3:forces:R:3
C 0.4286 2.0032 -0.4946 0.10 0.12 0.01
C 0.1726 0.7015 -0.4903 -0.11 -0.08 0.26
N -0.0054 -0.0533 -1.6414 0.02 -0.04 -0.12
C 0.1162 -0.0993 0.7982 0.57 0.25 -0.17
C 1.1944 -1.1832 0.8157 -0.06 0.16 0.15
N -1.1657 -0.7086 0.9678 0.61 -0.14 0.28
C -2.2884 -0.7422 0.5965 -0.21 -0.29 0.34
O -3.4131 -0.9246 0.3686 -0.99 0.09 -0.49
H 0.4790 2.5626 -1.4125 0.01 0.10 -0.23
H 0.6311 2.5393 0.4116 0.01 0.07 0.29
H -0.1665 0.4903 -2.4760 -0.06 -0.12 0.03
H -0.6297 -0.8399 -1.5522 -0.01 0.01 -0.09
H 0.2692 0.5770 1.6469 0.03 -0.03 -0.23
H 1.1164 -1.7713 1.7280 0.01 -0.02 0.02
H 1.0884 -1.8408 -0.0428 0.01 -0.06 -0.03
H 2.1730 -0.7106 0.7765 0.09 -0.02 -0.02
```
Forces are in eV/Å.

Summary:
Structure (SMILES)   C=C(N)[C@H](C)N=C=O
Charge   0
Highest occupied orbital energy   -0.31915 hartree